The following is a DFT calculation (the ωB97M-V functional and the def2-TZVPD basis) of the molecule C8H12F3O3P at a distorted geometry.

Computed properties:
- LUMO (alpha / beta): -0.006 / -0.006 Eh
- E_tot: -1178.65680 hartree
- HOMO energy (alpha / beta): -9.18 / -9.18 eV
- ΔE to the lowest compared entry with this formula, charge and spin: 242.1 kJ/mol
- Gap between HOMO and LUMO (alpha / beta): 9.03 / 9.03 eV

Cartesian coordinates (Å):
C1 -1.79855 -3.06078 -0.48828
C2 -1.24307 -1.86846 -0.35795
C3 -1.08737 -3.83784 -1.55721
C4 0.07814 -2.86249 -1.88519
C5 1.41847 0.11784 2.29730
C6 0.22031 2.10251 -2.02012
C7 0.44134 -1.02863 2.09795
C8 -0.81604 1.82065 -0.94560
O1 -2.85360 0.20225 0.48916
O2 -0.89208 -0.55135 1.93544
O3 -0.41118 0.65110 -0.23834
F1 -0.62728 -5.07402 -1.17998
F2 1.28447 -3.12974 -1.41259
F3 0.16170 -2.39956 -3.12991
P1 -1.48417 -0.29641 0.48039
H1 -2.65266 -3.44864 0.05232
H2 -1.70714 -4.00028 -2.45305
H3 1.10418 0.73266 3.13743
H4 2.40981 -0.27878 2.49750
H5 1.45610 0.73447 1.40381
H6 0.26071 1.28216 -2.73116
H7 -0.03059 3.01934 -2.54601
H8 1.20084 2.21402 -1.56327
H9 0.41714 -1.67416 2.98103
H10 0.72650 -1.62527 1.22574
H11 -1.80872 1.66617 -1.37653
H12 -0.87557 2.65464 -0.23763

Atomic forces in eV per Å
C 0.17 -0.14 0.10
C 2.24 -0.96 -2.44
C -0.25 0.01 -0.32
C -1.69 2.09 2.21
C -0.29 -0.13 -0.05
C -0.20 -0.14 0.34
C 0.67 -0.09 0.23
C -0.08 0.61 -0.43
O -0.25 0.05 -0.04
O -0.52 0.25 -0.53
O -0.22 -0.85 0.48
F 0.17 -0.27 0.18
F -0.62 -0.08 -0.31
F 0.00 -0.33 0.65
P 0.49 -0.13 0.02
H -0.16 -0.06 -0.02
H 0.14 0.18 0.08
H 0.02 0.05 0.08
H 0.13 -0.04 0.04
H 0.06 0.06 -0.03
H 0.01 -0.07 -0.10
H -0.02 0.10 -0.07
H 0.10 0.04 -0.02
H 0.02 0.02 -0.20
H 0.02 -0.08 0.12
H 0.08 0.04 0.08
H -0.03 -0.13 -0.07

The following is a DFT calculation (the ωB97M-V functional and the def2-TZVPD basis) of a cluster of 2 separate species, C4H9NO2 in total at a distorted geometry.

Computed properties:
- LUMO: -0.162 Eh
- E_tot: -362.69720 hartree
- HOMO energy: -9.42 eV
- ΔE to the lowest compared entry with this formula, charge and spin: 1019.6 kJ/mol
- Gap between HOMO and LUMO: 5.01 eV

Cartesian coordinates (Å):
C1 0.73681 -1.20156 1.06352
O1 -0.04697 -1.20658 2.28552
C2 0.02735 -0.28789 0.13082
C3 0.61524 1.26484 0.12291
C4 0.64434 0.37310 -1.09898
N1 -0.49522 0.91229 -2.08934
O2 1.74418 0.02886 -1.75109
H1 0.86864 -2.15290 0.51698
H2 1.73505 -0.73540 1.31513
H3 -2.58359 -1.35792 2.03407
H4 -1.07852 -0.20145 0.11858
H5 -2.96625 -0.72634 1.98041
H6 -0.24562 1.91461 0.31136
H7 1.76009 1.52459 0.40584
H8 -0.72872 0.13238 -2.78943
H9 0.01319 1.71936 -2.55629

Atomic forces in eV per Å
C 1.19 -1.54 2.88
O 1.38 0.45 -4.54
C -0.98 4.28 4.11
C 1.08 -2.23 1.99
C 1.89 1.86 -8.61
N 1.40 -1.54 0.34
O -3.24 0.52 3.38
H -0.12 -0.17 0.88
H -0.82 -0.67 -0.57
H 0.04 -0.01 0.01
H 0.79 -0.42 -0.27
H -0.13 0.03 -0.01
H 0.83 0.24 -0.78
H -3.18 -0.91 -0.18
H 0.70 1.73 1.06
H -0.84 -1.65 0.32

The following is a DFT calculation (the ωB97M-V functional and the def2-TZVPD basis) of a cluster of 2 separate species, C2H8FN2 in total at a distorted geometry.

Computed properties:
- LUMO: -0.175 Eh
- E_tot: -290.01010 hartree
- HOMO energy: -14.67 eV
- ΔE to the lowest compared entry with this formula, charge and spin: 219.7 kJ/mol
- Net charge: +1
- Gap between HOMO and LUMO: 9.90 eV

Cartesian coordinates (Å):
C1 -1.51243 0.72793 -0.80542
C2 -0.91868 0.16803 0.39665
N1 2.20812 -0.32761 0.52535
N2 -0.51781 -1.02770 0.47111
F1 1.58595 0.47652 -0.45425
H1 -2.03335 1.65398 -0.61544
H2 -2.08124 0.01240 -1.35804
H3 -0.65767 1.01606 -1.61609
H4 -1.02549 0.91753 1.22804
H5 2.46717 0.28522 1.26235
H6 3.05483 -0.81746 0.04753
H7 -0.19368 -1.61213 -0.41157
H8 -0.37571 -1.47277 1.32978

Atomic forces in eV per Å
C 2.83 1.23 -2.93
C -1.47 2.04 -0.02
N 0.90 -2.66 -1.46
N 0.94 -1.68 -2.75
F 0.48 0.16 0.06
H -0.25 0.01 0.07
H -0.67 -0.48 -0.15
H -1.65 -0.53 1.95
H 0.49 -1.72 0.03
H 0.72 0.89 0.37
H -1.78 1.68 1.03
H -1.39 1.64 2.25
H 0.83 -0.59 1.54

The following is a DFT calculation (the ωB97M-V functional and the def2-TZVPD basis) of a structure of composition C23H41Cl3CuN3O3Si at a distorted geometry.

Computed properties:
- LUMO (alpha / beta): 0.096 / 0.096 Eh
- E_tot: -4601.69529 hartree
- ⟨S²⟩: 0.754
- HOMO energy (alpha / beta): -4.95 / -5.07 eV
- Multiplicity: 2
- ΔE to the lowest compared entry with this formula, charge and spin: 54.8 kJ/mol
- Net charge: -1
- Gap between HOMO and LUMO (alpha / beta): 7.56 / 7.68 eV

Cartesian coordinates (Å):
C1 1.55270 -1.26283 -4.14594
C2 1.08120 0.14300 -3.94926
H1 1.33632 -1.63722 -5.15112
H2 1.06618 -1.92194 -3.41030
H3 2.63830 -1.35359 -3.96888
C3 0.57321 0.94104 -4.89848
C4 0.45460 0.57509 -6.33761
H4 0.28000 1.96147 -4.64398
H5 0.63495 -0.49122 -6.49769
H6 1.16149 1.14152 -6.95901
H7 -0.54967 0.80294 -6.71160
Cu1 0.83609 -1.05532 -0.21233
Cl1 2.72499 0.08402 0.09211
Cl2 -0.68263 -2.65928 -0.33435
C5 0.17968 2.44868 1.16876
O1 -0.71024 1.62632 1.39458
N1 -0.00167 3.79359 1.11913
C6 -1.30368 4.40055 1.36138
C7 1.12491 4.70913 1.06825
H8 1.23268 2.14025 0.98315
H9 -2.06940 3.62125 1.39820
H10 -1.52263 5.11698 0.55512
H11 -1.28135 4.96421 2.30769
H12 2.01727 4.15259 0.75975
H13 1.29364 5.16815 2.05650
H14 0.91961 5.50633 0.34138
H15 -1.83501 -1.29882 -3.61963
H16 -2.06204 1.46765 -3.68435
C8 -2.62551 -1.29798 -2.85921
C9 -2.99513 1.09955 -3.23250
N2 -2.72079 0.02820 -2.29078
H17 -2.37682 -2.01751 -2.07865
C10 -2.79281 0.25136 -0.93515
O2 -2.89062 -0.61091 -0.07656
H18 -3.48194 1.93278 -2.70311
H19 -2.75554 1.34096 -0.68705
H20 -3.56828 -1.55447 -3.36171
H21 -3.63751 0.73739 -4.04925
O3 0.20507 -0.11414 -1.79841
C11 1.13985 0.60270 -2.49632
C12 -0.23009 2.74056 -2.23205
C13 1.00636 2.11330 -2.26647
H22 -1.11912 2.11448 -2.13536
C14 -0.31081 4.13209 -2.32652
H23 2.16524 0.33350 -2.17861
C15 2.16332 2.87124 -2.10663
H24 -1.29936 4.59434 -2.39502
C16 0.86442 4.88920 -2.37897
C17 2.10486 4.26194 -2.19710
H25 3.08641 2.32101 -1.92169
H26 0.79854 5.96936 -2.53712
H27 3.02928 4.84507 -2.15541
Si1 0.39801 -5.48103 -0.60164
Cl3 0.83243 -4.41591 -2.37584
C18 -1.42723 -5.73511 -0.23137
C19 1.44354 -4.89703 0.83390
C20 0.94506 -7.20786 -1.24009
H28 -2.03530 -4.83249 -0.34806
H29 -1.55732 -6.08109 0.80270
H30 -1.82862 -6.51352 -0.89491
H31 0.20956 -7.57880 -1.96418
H32 1.03828 -7.96219 -0.45282
H33 1.90981 -7.14399 -1.75267
H34 1.21455 -3.88600 1.19391
H35 2.50164 -4.91813 0.54360
H36 1.32312 -5.59272 1.67351
C21 0.52513 0.13442 4.65235
C22 -0.33460 -0.75365 3.73660
C23 0.36603 -1.20979 2.56878
N3 0.96385 -1.52899 1.62030
H37 1.54617 -0.25922 4.71893
H38 0.09428 0.16642 5.65758
H39 0.54728 1.14717 4.23594
H40 -0.68563 -1.64013 4.27592
H41 -1.22206 -0.20551 3.39712

Atomic forces in eV per Å
C 0.01 -0.34 0.10
C -0.52 1.16 -0.12
H 0.10 -0.04 0.24
H 0.09 0.26 -0.23
H -0.29 0.14 -0.06
C 0.51 -0.29 0.20
C -0.19 -0.06 -0.41
H 0.05 -0.25 0.03
H -0.03 0.22 -0.11
H -0.08 -0.08 0.05
H 0.04 -0.02 -0.06
Cu -0.55 0.88 -1.85
Cl 0.77 0.35 0.25
Cl -0.51 -0.16 0.07
C -0.30 -0.58 0.13
O 0.68 0.75 -0.08
N -0.21 0.18 0.18
C 0.32 -0.02 -0.10
C -0.11 -0.21 0.01
H -0.39 0.07 0.01
H 0.20 0.14 0.01
H -0.02 -0.23 0.14
H -0.11 -0.18 -0.12
H -0.17 0.23 0.05
H 0.02 -0.08 -0.18
H 0.15 -0.23 0.12
H 0.02 -0.05 0.20
H -0.28 -0.11 -0.11
C 0.11 0.05 -0.06
C 0.42 0.06 0.20
N -0.67 0.37 0.52
H -0.05 0.15 -0.15
C -0.11 -0.58 -0.27
O -0.05 0.81 -0.60
H 0.08 -0.18 -0.29
H -0.07 -0.39 -0.08
H -0.01 -0.11 0.12
H -0.03 0.09 0.34
O -0.08 -0.78 1.07
C 0.62 0.00 0.11
C -0.21 0.19 -0.01
C 0.32 -0.71 -0.09
H 0.44 0.30 -0.14
C 0.13 -0.28 0.03
H -0.17 0.31 -0.10
C -0.07 0.21 -0.29
H 0.35 0.04 0.06
C -0.06 0.08 0.06
C -0.13 -0.02 -0.07
H -0.04 0.31 -0.24
H 0.11 -0.29 0.14
H -0.34 -0.09 0.03
Si -0.10 -0.34 -0.65
Cl 0.07 -0.44 0.05
C -0.29 0.09 -0.13
C 0.28 -0.02 0.09
C 0.18 0.22 0.33
H 0.23 -0.19 0.03
H 0.12 0.01 -0.11
H 0.11 0.11 0.13
H 0.08 0.16 0.09
H -0.06 0.03 0.07
H -0.08 0.01 0.07
H -0.07 -0.41 -0.30
H -0.12 -0.02 0.03
H 0.00 -0.03 -0.08
C 0.07 0.00 -0.22
C -0.55 0.05 0.77
C 1.64 -0.54 -2.37
N -1.35 0.36 3.75
H -0.21 0.17 0.03
H 0.03 0.04 -0.19
H 0.16 -0.19 0.15
H 0.01 0.07 -0.07
H 0.15 -0.14 -0.09